ORCA calculation (ωB97M-V with the def2-TZVPD basis set) on a structure of composition C54H45BrCl2CsF3N5O3S4Sb at a distorted geometry.

## Properties
LUMO level (eV): 2.78
Electronic energy (eV): -223985.691
HOMO energy (eV): -1.587
Gap between HOMO and LUMO (hartree): 0.161
Relative energy (zero: lowest compared OMol25 entry of this formula, charge and spin) (kcal/mol): 76.5

The geometry in ORCA input format:
```
! RIJCOSX wB97M-V def2-TZVPD def2/J DEFGRID3
* xyz -2 1
Cs 1.156 -0.058 1.731
Br 2.443 5.744 7.717
C 2.114 4.871 6.125
C 1.261 5.448 5.128
C 0.861 4.618 4.129
C 1.441 3.271 3.975
O 0.781 2.435 3.250
C 2.672 2.952 4.729
C 3.650 1.972 4.284
N 3.759 1.361 3.110
C 4.891 0.582 2.954
C 5.817 0.326 4.010
C 6.995 -0.395 3.766
C 7.349 -0.880 2.524
C 6.560 -0.578 1.391
C 6.798 -1.137 0.112
C 5.846 -0.992 -0.835
C 4.606 -0.388 -0.560
N 4.336 0.057 0.695
C 5.274 0.053 1.626
C 2.851 3.757 5.850
H 0.997 6.509 5.239
H 0.071 4.874 3.423
H 4.369 1.809 5.119
H 5.639 0.645 5.004
H 7.694 -0.616 4.559
H 8.221 -1.550 2.324
H 7.744 -1.634 -0.128
H 5.959 -1.440 -1.821
H 3.803 -0.239 -1.280
H 3.613 3.458 6.514
C 1.091 1.800 -2.448
C 0.728 0.640 -3.368
N 1.422 -0.429 -3.245
N 1.059 -1.663 -3.624
C 1.340 -2.594 -2.644
S 1.213 -2.269 -0.981
S 1.483 -4.214 -3.373
C 2.139 -3.835 -5.053
C 3.621 -3.521 -4.931
C 4.179 -2.355 -5.427
C 5.546 -2.113 -5.407
C 6.395 -3.024 -4.735
C 5.816 -4.130 -4.094
C 4.431 -4.383 -4.185
C -0.505 0.682 -4.198
C -0.473 0.591 -5.595
C -1.629 0.469 -6.337
C -2.854 0.650 -5.726
C -2.927 0.955 -4.397
C -1.787 1.020 -3.551
O -1.843 1.397 -2.344
H 1.998 1.606 -1.938
H 0.210 1.884 -1.831
H 1.169 2.725 -2.982
H 1.482 -3.086 -5.544
H 2.011 -4.808 -5.577
H 3.532 -1.601 -5.845
H 5.887 -1.181 -5.741
H 7.475 -2.824 -4.734
H 6.451 -4.788 -3.495
H 3.997 -5.147 -3.534
H 0.493 0.505 -6.083
H -1.484 0.390 -7.444
H -3.735 0.568 -6.307
H -3.866 1.080 -3.934
O -0.703 3.509 0.981
H -0.109 3.444 0.257
H -0.221 3.114 1.763
Cl -2.033 -3.430 6.366
C -0.870 -3.539 4.968
Cl -0.657 -1.975 4.211
H -1.198 -4.280 4.254
H 0.095 -3.826 5.403
S -2.212 -5.075 1.875
C -1.723 -6.561 1.222
N -1.104 -6.867 0.087
C -0.703 -8.220 -0.005
C -1.227 -8.942 1.225
S -2.287 -7.941 2.153
H -0.699 -6.151 -0.493
H 0.371 -8.228 -0.119
H -1.099 -8.731 -0.899
H -0.343 -9.245 1.781
H -1.743 -9.849 0.946
F -3.721 3.855 6.201
C -4.060 3.755 4.899
C -4.923 2.701 4.576
C -4.979 2.311 3.208
C -4.298 3.066 2.282
C -3.482 4.165 2.610
C -3.358 4.518 3.945
Sb -3.527 2.104 0.577
C -5.028 0.621 0.095
C -6.298 0.928 -0.299
C -7.209 -0.054 -0.662
C -6.837 -1.407 -0.554
F -7.706 -2.419 -0.845
C -5.548 -1.728 -0.078
C -4.625 -0.712 0.246
C -4.093 3.733 -0.799
C -5.163 4.558 -0.475
C -5.501 5.611 -1.341
C -4.703 5.888 -2.458
F -5.119 6.946 -3.240
C -3.627 5.045 -2.789
C -3.341 3.982 -1.963
H -5.499 2.236 5.388
H -5.537 1.460 2.875
H -2.994 4.759 1.861
H -2.756 5.371 4.292
H -6.545 2.001 -0.419
H -8.136 0.285 -1.109
H -5.244 -2.762 -0.045
H -3.630 -1.020 0.535
H -5.768 4.376 0.436
H -6.314 6.289 -1.064
H -3.070 5.210 -3.706
H -2.530 3.291 -2.166
*
```